# 1
81
Properties=species:S:1:pos:R:3:forces:R:3:mulliken_charge:R:1 method="wB97M-V/def2-TZVPD" e_lumo_ev=1.17 charge=-1 e_tot_ha=-3035.84664 gap_ev=6.04 e_homo_ha=-0.179
P 1.1190 1.0138 4.0945 0.220 1.300 -0.074 0.071
P 1.3064 0.7462 -5.9597 -1.452 4.261 -2.662 0.919
P 2.7634 -0.3078 -4.7292 0.745 -0.101 1.283 -0.064
Si -1.6741 3.5873 1.4011 -1.143 0.003 -1.997 0.555
O 2.0384 1.9494 -6.6122 -1.521 -3.314 1.741 -0.664
O -0.0134 1.3628 -5.0575 2.042 -1.399 -1.936 -0.367
O -3.0442 0.3047 -4.2971 0.025 -0.045 -0.024 -0.711
O -0.2111 4.4985 1.4766 -0.689 -1.452 1.379 -0.506
O 3.5254 -4.0841 -4.1937 0.144 0.692 1.129 -0.554
O -2.0272 -0.3255 -2.4979 0.141 -0.256 0.240 -0.581
O -2.5912 1.7466 -2.7539 0.004 0.019 0.001 -0.645
O 0.7093 -0.2046 -7.2517 -0.137 0.870 2.356 -0.548
N 0.8024 -2.7081 0.0763 -0.402 1.378 -2.289 -0.257
N 1.2523 -0.2342 1.5432 1.663 4.159 -1.478 -0.363
N -2.5544 0.5752 -3.1842 -0.090 0.168 -0.231 0.838
N 2.2540 2.3908 0.0448 -1.931 -4.789 3.876 -0.626
C 2.6614 -5.2219 -2.1606 -0.052 -0.278 0.224 -1.178
C 0.5908 4.2420 2.6370 1.895 0.807 0.764 -0.051
C -2.5462 3.2396 3.0658 0.498 -0.980 1.339 -0.584
C -1.7482 -2.8002 0.6569 -0.693 -0.962 -0.719 0.060
C -0.2679 -0.2031 4.5278 0.191 -0.180 0.540 -0.059
C 2.7365 0.4334 4.9429 0.460 -0.981 -0.456 -1.109
C 2.0602 1.0943 -0.5457 0.119 -1.241 -2.599 0.759
C 1.5098 -2.9769 -3.0670 0.703 0.052 1.422 -0.983
C 1.5556 -0.1973 0.1390 -0.020 0.082 -0.486 0.100
C -0.6132 -2.8590 -0.4742 -1.353 0.289 0.167 -0.302
C 1.3481 -1.5327 -0.6785 1.756 0.956 -2.393 -0.637
C -1.0940 0.4726 5.7693 -0.091 0.008 -0.618 -1.033
C -3.1783 -2.8782 -0.1333 0.599 0.832 -0.102 -0.216
C 1.6838 -1.6354 -2.1977 -0.251 2.758 2.382 0.472
C -2.9223 4.6900 0.3892 0.325 0.860 0.941 -1.077
C 1.4630 1.0155 2.2073 0.450 -2.010 -3.068 -0.074
C 2.8988 -3.8033 -2.8881 0.178 -0.957 0.214 0.430
C 2.0675 3.6515 2.2854 -0.380 -0.373 -0.536 -0.910
C -4.3022 -1.9150 0.5040 -0.673 -0.488 -0.567 -0.978
C 2.4052 0.9815 -2.0928 -0.665 -3.017 0.225 -0.529
C 1.9324 2.2818 1.4295 0.403 0.594 -0.275 0.506
C 2.2565 -0.3224 -2.9048 -1.375 0.789 3.846 0.400
C -1.5491 1.9465 0.3871 -0.261 -0.273 -0.146 0.259
H 0.1836 -1.1880 4.9018 -0.818 1.205 -0.918 0.569
H 2.6791 4.4487 1.7111 -1.111 -1.520 0.650 0.380
H 3.4956 1.2788 5.0697 -1.271 -1.028 -0.302 0.307
H -1.6928 -3.7545 1.2981 0.156 1.575 -0.607 0.279
H 1.6884 -5.7200 -2.5109 1.345 0.824 0.454 0.280
H 1.3149 -3.5579 -0.1998 -0.127 0.774 0.115 0.220
H -2.3240 5.3764 -0.3042 -1.031 -1.107 0.621 0.265
H -4.2673 -1.8569 1.6494 0.108 -0.079 -1.641 0.247
H -0.9114 -0.3335 3.5894 0.948 -0.038 1.434 -0.160
H -0.2499 -0.3906 -7.1354 0.767 0.081 0.119 0.335
H -3.5282 -3.9794 -0.2208 0.510 1.850 0.266 0.342
H -1.6633 2.1631 -0.7465 0.358 -0.430 1.773 0.099
H -0.6120 1.4683 6.0933 -0.657 -1.639 -0.397 0.323
H 0.1512 3.5445 3.4233 0.236 0.859 -1.163 0.024
H -1.1377 -0.2632 6.6453 -0.019 1.167 -1.216 0.279
H -2.9562 -2.4800 -1.1973 -0.596 -0.712 1.588 0.141
H 4.4926 -3.9874 -4.0667 -0.930 -0.118 -0.151 0.358
H 0.7993 5.2652 3.1450 -0.415 -1.609 -0.645 0.254
H -2.6132 4.1356 3.7814 -0.109 -1.279 -1.096 0.285
H -1.6909 -1.8630 1.3276 0.106 -1.439 -1.223 -0.243
H 3.6429 -3.2169 -2.2373 -1.203 -0.633 -1.029 0.269
H -4.2623 -0.8618 0.0394 0.220 -1.607 0.863 0.175
H 2.5180 -0.0045 5.9787 0.128 0.650 -1.496 0.337
H -0.6005 1.3470 0.5907 -1.383 0.691 -0.398 -0.263
H 3.5082 -5.9746 -2.4012 -1.230 1.446 0.385 0.334
H -0.3355 2.1331 -5.5848 0.274 -0.579 0.579 0.277
H -2.1562 0.7305 5.4152 1.533 -0.479 0.658 0.284
H -3.7203 4.0632 -0.1415 1.230 1.046 0.655 0.280
H -5.3439 -2.3331 0.2198 1.575 0.681 0.504 0.327
H -0.7238 -3.8435 -1.0749 0.112 1.436 1.083 0.155
H 2.8043 1.9109 -2.6264 -0.697 -1.460 0.948 0.275
H 2.6135 -5.1064 -1.0081 0.034 -0.136 -1.862 0.261
H 3.2057 -0.3777 4.2858 -0.463 0.978 1.081 0.303
H -3.5746 2.7386 2.8906 1.580 1.072 0.167 0.320
H -1.9173 2.4288 3.6135 -1.007 1.256 -0.674 -0.089
H -3.3947 5.3904 1.1872 0.425 -1.064 -1.423 0.277
H 0.6861 -3.6656 -2.6626 1.088 1.386 -0.469 0.077
H -2.4709 1.2904 0.6476 1.497 0.951 -0.319 0.065
H 2.7289 -1.6748 -5.1930 -0.552 0.710 0.429 0.049
H 1.2504 -2.7547 -4.1545 0.598 -0.243 1.558 0.480
H 2.6280 3.4570 3.2751 -0.994 0.183 -1.459 0.239
H -0.8472 -1.9968 -1.2110 0.403 -1.401 1.146 0.224

***

# 2
113
Properties=species:S:1:pos:R:3:forces:R:3:mulliken_charge:R:1 method="wB97M-V/def2-TZVPD" e_lumo_ev=-8.15 charge=+1 de_lowest_kcal_mol=128.94 e_tot_ha=-3005.34480 gap_ev=3.11 e_homo_ha=-0.414
Tl 2.3989 -4.5312 0.4085 -0.202 -0.118 0.613 0.902
O 0.4170 -0.7079 -4.9692 0.175 0.003 1.100 -0.487
O 4.4578 2.0927 1.4795 0.352 -0.104 -0.108 -0.576
O -3.9767 1.9383 -5.5190 1.070 0.071 -0.116 -0.487
O 4.1836 -2.6462 1.7180 0.877 -3.792 -0.172 -0.413
O -0.0473 -4.9807 -1.3664 -0.652 0.497 1.361 -0.487
O 0.4010 4.6948 -4.1274 1.618 1.107 0.478 -0.379
O 6.0123 -0.5980 3.0902 2.166 -0.558 -0.989 -0.595
O 3.5245 3.9113 -4.2050 -0.563 0.016 0.795 -0.543
O 1.4534 -3.6824 3.0078 1.278 -0.932 0.782 -0.230
O 3.6623 -5.5555 3.0102 0.146 0.045 -0.171 -0.474
O -2.4199 -0.3959 -4.8981 1.232 -1.089 -0.287 -0.458
O -1.2051 1.8739 -0.3833 2.919 -3.552 -1.926 -0.896
O 0.4826 1.8158 -2.7876 -0.406 -2.266 3.174 -0.487
O 1.6045 1.3532 1.8591 0.907 -0.075 -0.592 -0.293
O 0.8571 -2.1286 1.0811 -0.626 3.410 -3.660 0.208
O -3.6017 0.3468 0.8388 -0.877 0.286 0.762 -0.590
O -1.5100 4.1755 -2.0844 0.914 0.324 -0.008 -0.373
O -1.3136 5.0215 0.8642 3.235 0.196 1.355 -0.517
O -1.0980 -1.7265 3.7655 -0.905 -0.145 0.971 -0.643
O 2.3638 -2.1431 -1.2033 -1.179 3.216 -0.642 -0.690
O -3.8888 -2.3851 1.4706 -0.267 -0.984 -0.035 -0.445
O -0.1442 1.1944 5.8928 0.299 -0.520 -0.133 -0.521
O -2.6392 1.8087 -2.9816 0.347 -0.117 -1.129 -0.162
O -0.3060 -5.6684 1.6487 0.391 0.990 -0.987 -0.378
C -0.3954 0.8605 -0.6801 -2.373 3.988 1.282 0.574
C 2.1073 2.7167 1.7935 -0.523 -0.057 1.378 -0.341
C 0.5415 0.9011 -1.8835 -0.930 4.016 -3.596 0.165
C -1.2344 -4.5993 -0.5929 0.365 -1.538 1.293 0.169
C -4.0041 2.1769 -3.0969 -0.504 -2.201 0.616 0.052
C -2.4117 4.9314 0.0897 -2.413 0.876 -1.494 -0.343
C -0.7556 0.0001 5.4771 -1.417 -1.006 -0.686 -0.879
C -2.1043 5.2573 -1.4097 -1.515 -0.972 1.070 -0.678
C -4.8574 -1.6764 0.7331 -0.553 0.667 -0.228 -0.679
C 1.6548 5.4922 -4.0833 -2.184 -2.556 -1.420 -0.625
C 2.3640 -3.8266 4.1608 -0.384 -0.830 -1.663 -0.032
C 4.6161 -0.7144 3.0486 1.034 0.443 1.935 -0.481
C 4.0211 -1.3470 1.7935 -1.891 5.324 0.589 0.224
C -1.4433 -5.5080 0.7528 0.410 0.142 -0.207 -0.698
C 2.7662 4.7456 -3.3208 -0.218 2.246 -1.622 0.191
C 0.7055 -1.1972 0.2203 0.257 -0.837 1.107 1.263
C -4.1576 -0.6138 -0.0589 1.813 0.074 -0.734 0.337
C -4.7455 1.6258 -4.3707 -0.223 1.732 -0.823 -0.775
C -0.3331 -1.7985 -4.4414 -1.411 0.176 -1.820 -0.542
C 2.8815 -5.3139 4.1695 -0.940 1.602 0.469 -0.751
C 1.6003 0.0025 -2.0653 -0.198 -2.155 1.885 -0.546
C 3.5409 2.7146 2.3470 -0.672 0.234 -0.402 -0.451
C -0.3517 -0.5472 4.0817 0.373 -0.636 -0.479 1.146
C 1.6601 -1.1065 -1.0905 0.743 -4.151 1.688 0.149
C -0.2605 -0.1005 0.3179 1.419 -1.876 -0.098 0.239
C -1.8130 -1.4498 -4.1334 -0.613 1.144 1.387 -0.042
H -0.3861 1.8972 5.2851 -0.096 0.060 -0.031 0.315
H 1.8380 -3.4409 5.0341 0.202 -0.622 0.306 0.469
H -1.8436 0.0556 5.4422 -0.419 0.818 -0.495 0.353
H -2.3826 -2.3723 -4.0216 -0.097 -0.368 -0.992 0.489
H -1.1105 3.5887 -1.4381 0.209 -0.093 0.155 0.232
H -0.7849 0.0603 1.2482 -0.431 -0.232 -0.035 -0.204
H -4.3351 1.6629 -2.1945 -1.565 0.016 -0.025 0.030
H -0.3895 -2.4919 -5.2806 0.009 -0.582 0.146 0.533
H -2.1460 -4.5948 -1.1905 -0.031 -0.741 -0.053 0.470
H -3.2668 -1.0677 -0.4931 0.081 -0.777 -0.309 -0.126
H -0.1845 -5.0131 -2.3160 -0.494 0.060 0.054 0.258
H -1.2293 -3.5638 -0.2525 0.831 0.146 0.105 -0.282
H 0.8687 1.2753 1.2474 0.083 0.331 0.154 0.059
H 5.1020 -2.7931 1.9560 0.342 -0.716 -0.070 0.419
H -1.7112 -6.5614 0.6710 -0.740 0.266 -1.436 0.475
H -4.6354 -0.2312 -0.9608 -0.831 0.528 0.483 0.281
H 4.0342 -6.4047 3.2595 0.504 -0.229 -0.751 0.271
H -0.5747 -6.4026 2.2058 0.298 0.028 0.195 0.272
H 4.2722 -0.8253 0.8699 1.048 0.268 -0.281 0.238
H 4.2895 3.6824 -3.6722 0.325 -0.214 -0.287 0.294
H 2.3087 0.0301 -2.8801 -0.060 0.332 -0.207 0.528
H -2.9164 0.8972 0.4528 -0.022 0.040 -0.480 0.135
H 3.4794 2.2691 3.3399 0.113 -0.501 0.079 0.185
H 1.9523 3.1888 0.8233 0.376 -0.240 -0.216 0.181
H 0.6880 -0.8514 3.9605 0.483 0.589 0.517 -0.020
H 6.3552 0.2971 3.0380 -0.382 0.105 -0.321 0.338
H 1.1524 -1.1688 -5.3794 0.299 0.461 -0.371 0.315
H -1.9696 -1.0986 -3.1135 0.809 0.380 0.606 -0.183
H 3.3364 5.6520 -3.1177 0.900 -0.342 0.998 0.371
H 2.4175 4.2311 -2.4253 -0.070 0.043 0.026 -0.042
H 0.1858 -2.2893 -3.6180 -0.253 -0.033 0.411 0.224
H 3.9660 3.7013 2.5305 -0.459 0.237 -0.274 0.452
H -3.3029 -0.5976 -5.2161 0.100 -0.340 0.001 0.244
H -0.7729 -0.7604 6.2578 1.385 -0.071 0.102 0.424
H -1.6241 6.2333 -1.4792 0.759 -0.199 0.071 0.313
H 2.9658 -1.0747 1.8110 -0.450 -0.461 0.487 -0.266
H 3.2625 -3.2361 3.9817 -0.059 0.204 0.028 -0.173
H 1.4127 6.5180 -3.8053 0.339 -0.080 0.723 0.327
H -3.1310 5.6827 0.4158 -0.388 0.340 -0.143 0.465
H 1.4380 3.2114 2.4972 0.339 0.756 0.057 0.331
H -2.2030 -5.0157 1.3600 -0.371 0.267 -0.452 0.333
H 0.9520 -2.8638 3.0206 0.200 0.061 0.379 -0.120
H -4.4861 2.1778 -6.2967 -0.359 -0.008 0.293 0.280
H 0.2142 4.5807 -3.1927 -0.904 -0.315 0.046 0.134
H 1.8637 5.5269 -5.1525 0.760 0.126 0.109 0.324
H -2.8904 3.9855 0.3429 -0.347 -0.473 -1.082 0.181
H -5.4602 -2.3085 0.0811 0.775 -0.638 -0.269 0.418
H 4.1120 1.2581 1.1549 -0.203 -0.124 0.175 0.267
H -5.1446 0.6258 -4.5404 0.708 -0.739 1.285 0.296
H -4.2357 3.2266 -2.9167 0.439 0.269 -0.625 0.153
H 2.0901 -6.0634 4.1638 -0.366 0.281 0.435 0.334
H 4.5469 -1.3654 3.9201 -1.281 -0.714 -0.236 0.301
H -5.6758 -1.2783 1.3329 0.334 0.507 0.644 0.299
H -2.3577 2.0647 -2.1003 0.117 0.418 -0.045 0.176
H -0.5544 0.1769 3.2926 0.031 0.606 0.250 -0.282
H -1.5141 4.7288 1.7563 0.015 0.078 -0.017 0.323
H -3.0337 5.3867 -1.9643 -0.401 0.230 0.391 0.367
H -0.9635 -2.0503 2.8718 0.309 0.291 -0.143 0.182
H -3.3416 -1.7765 1.9722 -0.236 0.389 0.144 0.292
H -5.6741 2.1893 -4.4620 -0.209 0.418 0.550 0.479
H 3.5462 -5.4412 5.0240 -0.295 0.059 0.382 0.450
H 4.3212 0.2375 3.4903 -1.412 0.088 -1.004 0.185

***

# 3
67
Properties=species:S:1:pos:R:3:forces:R:3:mulliken_charge:R:1 method="wB97M-V/def2-TZVPD" e_lumo_ev=1.18 charge=-1 de_lowest_kcal_mol=21.27 e_tot_ha=-1979.55027 gap_ev=7.80 e_homo_ha=-0.243
I 10.5920 10.1405 8.4935 -0.028 0.513 0.045 -0.254
O 14.4487 10.9486 9.6158 0.331 -0.425 -0.006 -0.627
O 8.2392 11.5129 5.9848 -0.235 0.567 -0.531 -0.677
O 7.4841 11.5102 10.5560 -0.426 0.001 0.214 -0.676
O 14.3582 13.5735 10.9797 0.798 0.265 0.033 -0.628
O 10.3303 4.9860 9.7461 -0.630 -0.420 0.660 -0.705
O 11.9096 13.3698 7.8111 1.062 0.184 0.056 -0.443
O 9.4825 13.9403 6.8809 -0.006 0.598 -0.016 -0.612
O 8.7228 7.3028 8.5491 -0.150 -0.787 0.468 -0.399
O 14.1652 8.3049 8.3989 -0.040 -0.934 0.295 -0.645
O 12.3690 6.1029 8.3435 -0.332 -0.732 -0.189 -0.585
O 12.9864 6.5678 11.7889 0.569 -0.257 0.275 -0.596
O 14.2631 9.7153 6.0639 0.482 -0.740 0.198 -0.623
O 12.0098 7.9126 5.4603 -0.405 -0.647 -0.223 -0.647
O 5.9276 9.9971 7.6615 -0.086 0.450 -0.027 -0.572
O 12.1454 12.1547 11.3781 0.120 0.025 -0.136 -0.429
O 7.2068 8.1974 6.1801 0.150 -0.548 -0.280 -0.688
O 11.0911 14.6642 11.9215 -0.179 0.819 0.229 -0.646
O 14.4600 13.6747 6.6640 0.616 -0.044 -0.578 -0.625
O 12.5209 11.2847 4.9141 -0.358 -0.028 -0.425 -0.651
O 10.3707 7.6737 11.3838 -0.072 0.439 0.612 -0.726
O 9.4533 11.5238 12.6503 0.556 0.115 0.130 -0.561
O 7.2410 7.1286 11.0495 -0.551 -0.049 0.599 -0.642
H 13.7732 8.8512 7.7176 0.142 0.318 -0.366 0.267
H 8.0662 7.5207 10.7639 0.305 0.021 -0.146 0.370
H 13.9098 14.3876 11.2087 -0.200 0.177 0.100 0.297
H 8.3653 11.4721 10.1842 0.611 -0.335 -0.540 0.309
H 13.7788 7.0891 11.6600 0.233 0.021 -0.110 0.292
H 8.8128 14.5139 7.2533 0.006 0.233 0.118 0.245
H 11.3714 13.7617 11.7693 0.208 -0.643 -0.065 0.384
H 11.4353 8.6428 5.6902 -0.120 0.248 0.186 0.244
H 12.2681 7.1880 11.6635 -0.738 0.090 -0.089 0.352
H 12.8905 11.9564 4.3410 0.187 0.229 -0.129 0.292
H 12.8945 8.2700 5.5365 0.457 0.316 0.165 0.386
H 9.2581 8.0954 8.5892 0.394 0.434 -0.072 -0.099
H 7.3962 11.2231 6.3336 -0.331 -0.140 0.066 0.318
H 12.9763 6.8395 8.4128 0.611 0.643 0.268 0.347
H 7.8163 8.5363 5.5245 0.263 -0.061 -0.237 0.349
H 8.6905 11.6645 12.0894 -0.485 0.115 -0.072 0.307
H 8.8887 11.0205 6.4866 0.635 -0.442 0.558 0.183
H 12.0439 11.7759 5.5830 -0.179 0.186 0.545 0.296
H 14.3464 8.9107 9.1176 0.030 0.446 0.208 0.351
H 10.5299 8.4674 10.8730 0.036 0.392 -0.377 0.230
H 8.1516 7.4369 7.7929 -0.261 0.054 -0.570 0.250
H 6.9013 8.9745 6.6482 -0.221 0.257 0.329 0.337
H 12.2958 11.7922 12.2511 0.008 -0.094 0.372 0.189
H 6.9819 12.0317 9.9298 -0.044 0.311 0.040 0.288
H 14.3193 14.5479 6.2980 0.007 0.203 0.010 0.281
H 11.1331 5.0374 9.2274 0.611 0.378 -0.066 0.389
H 14.3580 11.2139 10.5310 0.077 0.043 0.213 0.300
H 6.6949 7.1193 10.2634 0.108 -0.018 -0.235 0.281
H 13.6953 11.3424 9.1760 -0.292 0.032 -0.272 0.291
H 9.6934 5.5046 9.2546 -0.330 0.237 -0.338 0.287
H 8.9888 13.2361 6.4608 -0.365 -0.792 -0.337 0.383
H 13.6550 12.9748 10.7280 -0.350 0.111 -0.009 0.270
H 11.9030 6.2527 7.5210 -0.085 0.202 -0.384 0.335
H 13.6883 10.3659 5.6608 -0.542 0.660 -0.304 0.408
H 10.7575 14.9581 11.0738 -0.046 0.099 -0.180 0.306
H 10.2163 6.9934 10.7284 0.164 -0.861 -0.371 0.361
H 13.6710 13.4995 7.1768 -0.583 -0.123 0.442 0.402
H 14.9584 9.5779 5.4206 0.322 -0.109 0.064 0.242
H 4.9861 9.8240 7.6643 -0.284 -0.201 -0.100 0.257
H 6.0338 10.7555 8.2358 0.219 0.017 0.380 0.250
H 11.4121 11.6471 11.0305 -0.515 -0.455 -0.246 0.157
H 11.2078 13.6829 7.2404 -0.588 0.202 -0.056 0.285
H 11.4692 12.8028 8.4442 -0.209 -0.442 0.126 0.085
H 9.3195 10.6523 13.0231 -0.053 -0.325 0.076 0.304